Below is 8 unconnected molecules or ions with the total composition C51H99F5N2O21P, with properties calculated with wB97M-V/def2-TZVPD.

Values from the calculation:
HOMO energy = -11.002 eV
Total charge = +1
HOMO-LUMO gap = 8.208 eV

Bonds (Å) are listed after each position.
Element x y z (Å)
1 C -3.8598 7.2672 5.1724  C2 1.512, H39 1.059, H40 1.062, H41 1.059
2 C -2.4318 6.8848 4.8559  C1 1.512, N3 1.463, H42 1.065, H43 1.075
3 N -2.3489 5.6436 4.0856  C2 1.463, C4 1.472, C36 1.430
4 C -0.9256 5.3300 3.8789  N3 1.472, C5 1.522, H44 1.065, H45 1.068
5 C -0.3335 6.2089 2.7866  C4 1.522, C6 1.553, H46 1.049, H47 1.068
6 C 0.3367 5.5339 1.5585  C5 1.553, C7 1.523, C12 1.527, N30 1.530
7 C -0.6071 4.3993 1.1805  C6 1.523, C8 1.538, H48 1.057, H49 1.057
8 C -2.1023 4.7442 1.0721  C7 1.538, C9 1.509, H50 1.064, H51 1.052
9 C -2.7314 4.0230 -0.0942  C8 1.509, C10 1.502, C11 1.498, H52 1.066
10 C -2.8213 4.8702 -1.3312  C9 1.502, H53 1.068, H54 1.067, H55 1.059
11 C -4.1101 3.5582 0.2616  C9 1.498, H56 1.062, H57 1.065, H58 1.068
12 C 0.1712 6.5930 0.4705  C6 1.527, C13 1.542, H59 1.058, H60 1.058
13 C 1.3921 6.8575 -0.4330  C12 1.542, C14 1.527, H61 1.059, H62 1.068
14 C 2.1865 5.5842 -0.7128  C13 1.527, O15 1.403, C16 1.569, C20 1.554
15 O 3.2216 5.9601 -1.5826  C14 1.403, H63 0.952
16 C 1.2344 4.7258 -1.6182  C14 1.569, C17 1.510, H64 1.057, H65 1.070
17 C 1.7113 4.6816 -3.0500  C16 1.510, C18 1.487, H66 1.060, H67 1.057
18 C 0.7801 3.9231 -3.9276  C17 1.487, O19 1.407, H68 1.074, H69 1.065
19 O -0.4847 4.5383 -3.9390  C18 1.407, H70 0.956
20 C 2.7673 4.9456 0.5788  C14 1.554, C21 1.545, C23 1.570, N30 1.571
21 C 4.1306 5.6371 0.8053  C20 1.545, C22 1.525, H71 1.051, H72 1.048
22 C 4.3432 7.1438 0.7047  C21 1.525, H73 1.059, H74 1.070, H75 1.053
23 C 3.2726 3.4953 0.2513  C20 1.570, F24 1.297, F25 1.308, C26 1.584
24 F 3.6644 3.4969 -0.9852  C23 1.297
25 F 4.4120 3.2117 0.8286  C23 1.308
26 C 2.4633 2.1521 0.4756  C23 1.584, F27 1.280, F28 1.309, F29 1.294
27 F 2.7118 1.3839 -0.5173  C26 1.280
28 F 1.1597 2.2146 0.5820  C26 1.309
29 F 2.9174 1.4855 1.4869  C26 1.294
30 N 1.7996 5.1567 1.7987  C6 1.530, C20 1.571, O31 1.441, P32 1.842
31 O 2.3883 6.2860 2.4725  N30 1.441, H76 0.971
32 P 2.1052 4.0981 3.2748  N30 1.842, O33 1.401, O34 1.521, O35 1.537
33 O 3.4625 3.7578 3.3468  P32 1.401
34 O 1.1625 2.9145 3.4246  P32 1.521, H77 0.966
35 O 1.8534 4.8967 4.5642  P32 1.537, H78 0.964
36 C -2.9428 4.6182 4.8869  N3 1.430, C37 1.500, O38 1.129
37 C -2.2220 4.0876 6.0908  C36 1.500, H79 1.066, H80 1.057, H81 1.062
38 O -3.9735 4.2492 4.6124  C36 1.129
39 H -4.5158 7.0255 4.3765  C1 1.059
40 H -3.8575 8.3023 5.4116  C1 1.062
41 H -4.1349 6.7617 6.0609  C1 1.059
42 H -1.9947 7.6971 4.3228  C2 1.065
43 H -1.9237 6.8057 5.8002  C2 1.075
44 H -0.7965 4.2790 3.7644  C4 1.065
45 H -0.4498 5.5897 4.7988  C4 1.068
46 H -1.1475 6.7640 2.4256  C5 1.049
47 H 0.2743 6.9540 3.2524  C5 1.068
48 H -0.5823 3.5814 1.8498  C7 1.057
49 H -0.3885 3.9600 0.2447  C7 1.057
50 H -2.3001 5.7825 0.9483  C8 1.064
51 H -2.6032 4.3648 1.9157  C8 1.052
52 H -2.1934 3.1290 -0.3135  C9 1.066
53 H -1.8605 5.2179 -1.6410  C10 1.068
54 H -3.5339 5.6515 -1.1901  C10 1.067
55 H -3.1621 4.2525 -2.1214  C10 1.059
56 H -4.0915 2.7921 0.9968  C11 1.062
57 H -4.5440 3.1385 -0.6159  C11 1.065
58 H -4.7219 4.3758 0.5730  C11 1.068
59 H -0.0586 7.5300 0.9038  C12 1.058
60 H -0.6273 6.3768 -0.1890  C12 1.058
61 H 1.0153 7.1352 -1.3830  C13 1.059
62 H 1.9707 7.6853 -0.0845  C13 1.068
63 H 3.0840 6.8608 -1.8601  O15 0.952
64 H 0.2650 5.1387 -1.6960  C16 1.057
65 H 1.0892 3.7103 -1.3147  C16 1.070
66 H 2.6491 4.1975 -3.1522  C17 1.060
67 H 1.6922 5.6554 -3.4617  C17 1.057
68 H 0.7570 2.8693 -3.7209  C18 1.074
69 H 1.1906 4.0194 -4.9051  C18 1.065
70 H -1.0628 4.0283 -4.5043  O19 0.956
71 H 4.5499 5.3298 1.7185  C21 1.051
72 H 4.7789 5.2744 0.0658  C21 1.048
73 H 5.2218 7.3616 1.2547  C22 1.059
74 H 3.5969 7.8074 1.0899  C22 1.070
75 H 4.5660 7.4719 -0.2702  C22 1.053
76 H 2.0609 7.1034 2.0633  O31 0.971
77 H 0.9088 2.8450 4.3538  O34 0.966
78 H 2.6427 5.4259 4.7235  O35 0.964
79 H -1.4567 3.4267 5.7527  C37 1.066
80 H -2.9110 3.6243 6.7445  C37 1.057
81 H -1.7757 4.9013 6.6066  C37 1.062
82 O 0.7117 -3.8586 5.9663  C83 1.192
83 C 0.5387 -2.8818 5.3057  O82 1.192, O84 1.357, C87 1.515
84 O 1.3882 -2.6345 4.2773  C83 1.357, C85 1.420
85 C 1.1562 -1.6293 3.3019  O84 1.420, C86 1.507, H88 1.093, H89 1.083
86 C 1.6890 -0.2858 3.7291  C85 1.507, H90 1.093, H91 1.082, H92 1.089
87 C -0.5406 -1.8708 5.6354  C83 1.515, H93 1.088, H94 1.084, H95 1.088
88 H 0.0976 -1.5877 3.0348  C85 1.093
89 H 1.6873 -1.9587 2.4178  C85 1.083
90 H 1.1883 0.0781 4.6294  C86 1.093
91 H 1.5598 0.4426 2.9390  C86 1.082
92 H 2.7504 -0.3609 3.9619  C86 1.089
93 H -0.1508 -1.1534 6.3543  C87 1.088
94 H -1.3731 -2.3985 6.0870  C87 1.084
95 H -0.9341 -1.3420 4.7694  C87 1.088
96 O 0.5131 -3.4070 -4.3888  C97 1.196
97 C 0.8618 -4.2777 -3.6468  O96 1.196, O98 1.339, C101 1.512
98 O 0.3593 -5.5087 -3.8039  C97 1.339, C99 1.437
99 C 0.8616 -6.6713 -3.1242  O98 1.437, C100 1.510, H102 1.090, H103 1.087
100 C 0.2254 -6.8598 -1.7677  C99 1.510, H104 1.088, H105 1.089, H106 1.089
101 C 1.7870 -3.9873 -2.4868  C97 1.512, H107 1.085, H108 1.086, H109 1.087
102 H 1.9498 -6.6425 -3.0689  C99 1.090
103 H 0.6064 -7.5115 -3.7642  C99 1.087
104 H 0.4496 -6.0298 -1.1014  C100 1.088
105 H 0.5789 -7.7801 -1.3049  C100 1.089
106 H -0.8584 -6.9115 -1.8597  C100 1.089
107 H 1.1887 -3.6691 -1.6398  C101 1.085
108 H 2.4495 -3.1765 -2.7768  C101 1.086
109 H 2.4170 -4.8253 -2.1988  C101 1.087
110 O 1.7050 2.3099 -6.7511  C111 1.205
111 C 1.5391 1.1440 -7.0071  O110 1.205, O112 1.336, C115 1.509
112 O 1.7876 0.7590 -8.2621  C111 1.336, C113 1.433
113 C 1.8400 -0.6153 -8.6666  O112 1.433, C114 1.513, H116 1.090, H117 1.087
114 C 0.4711 -1.1456 -9.0335  C113 1.513, H118 1.090, H119 1.089, H120 1.089
115 C 0.9870 0.1095 -6.0579  C111 1.509, H121 1.088, H122 1.086, H123 1.087
116 H 2.3290 -1.2236 -7.9061  C113 1.090
117 H 2.4864 -0.6320 -9.5402  C113 1.087
118 H -0.2071 -1.1315 -8.1809  C114 1.090
119 H 0.5443 -2.1694 -9.3967  C114 1.089
120 H 0.0247 -0.5286 -9.8119  C114 1.089
121 H -0.1005 0.1121 -6.1047  C115 1.088
122 H 1.2970 0.3649 -5.0494  C115 1.086
123 H 1.3563 -0.8938 -6.2534  C115 1.087
124 O -1.1414 -10.6984 -2.6283  C125 1.200
125 C -0.6201 -11.1977 -1.6698  O124 1.200, O126 1.334, C129 1.514
126 O -0.7473 -10.6221 -0.4728  C125 1.334, C127 1.437
127 C -0.3508 -11.2495 0.7581  O126 1.437, C128 1.515, H130 1.087, H131 1.087
128 C 1.1088 -10.9938 1.0727  C127 1.515, H132 1.091, H133 1.089, H134 1.088
129 C 0.2622 -12.4210 -1.8035  C125 1.514, H135 1.088, H136 1.086, H137 1.088
130 H -0.5941 -12.3085 0.7441  C127 1.087
131 H -0.9703 -10.7983 1.5295  C127 1.087
132 H 1.7630 -11.4232 0.3121  C128 1.091
133 H 1.3706 -11.4268 2.0370  C128 1.089
134 H 1.3103 -9.9250 1.1054  C128 1.088
135 H 1.2783 -12.1043 -2.0308  C129 1.088
136 H -0.1145 -13.0196 -2.6276  C129 1.086
137 H 0.2639 -13.0592 -0.9222  C129 1.088
138 O 7.3359 6.2736 -6.3985  C139 1.196
139 C 6.6026 5.3890 -6.7293  O138 1.196, O140 1.345, C143 1.517
140 O 5.7688 5.5797 -7.7668  C139 1.345, C141 1.432
141 C 5.0075 4.5246 -8.3656  O140 1.432, C142 1.513, H144 1.090, H145 1.087
142 C 3.6886 4.3135 -7.6554  C141 1.513, H146 1.089, H147 1.084, H148 1.090
143 C 6.5233 4.0898 -5.9498  C139 1.517, H149 1.088, H150 1.085, H151 1.087
144 H 5.5961 3.6088 -8.4263  C141 1.090
145 H 4.8272 4.8437 -9.3894  C141 1.087
146 H 3.8322 4.0048 -6.6210  C142 1.089
147 H 3.0968 3.5560 -8.1556  C142 1.084
148 H 3.1217 5.2447 -7.6374  C142 1.090
149 H 5.8064 4.2065 -5.1394  C143 1.088
150 H 7.5036 3.8899 -5.5288  C143 1.085
151 H 6.2539 3.2265 -6.5532  C143 1.087
152 O -1.5674 -14.3314 1.0103  C153 1.199
153 C -2.5258 -14.6284 0.3548  O152 1.199, O154 1.343, C157 1.513
154 O -3.3199 -13.6455 -0.1011  C153 1.343, C155 1.430
155 C -4.3604 -13.8490 -1.0611  O154 1.430, C156 1.514, H158 1.090, H159 1.087
156 C -5.6611 -14.2562 -0.4018  C155 1.514, H160 1.090, H161 1.089, H162 1.089
157 C -2.9091 -16.0710 0.1075  C153 1.513, H163 1.088, H164 1.085, H165 1.087
158 H -4.0461 -14.5560 -1.8286  C155 1.090
159 H -4.4843 -12.8893 -1.5565  C155 1.087
160 H -5.5682 -15.2105 0.1159  C156 1.090
161 H -6.4534 -14.3436 -1.1441  C156 1.089
162 H -5.9554 -13.5149 0.3394  C156 1.089
163 H -3.5290 -16.4184 0.9317  C157 1.088
164 H -1.9992 -16.6616 0.0775  C157 1.085
165 H -3.4269 -16.2360 -0.8341  C157 1.087
166 O -2.2654 -0.1703 6.8732  C167 1.200
167 C -3.4464 0.0141 6.7641  O166 1.200, O168 1.339, C171 1.514
168 O -4.2542 -0.3141 7.7800  C167 1.339, C169 1.431
169 C -5.6368 0.0514 7.8410  O168 1.431, C170 1.514, H172 1.090, H173 1.087
170 C -6.5173 -0.9603 7.1393  C169 1.514, H174 1.090, H175 1.089, H176 1.089
171 C -4.0451 0.5238 5.4709  C167 1.514, H177 1.088, H178 1.086, H179 1.087
172 H -5.7870 1.0633 7.4636  C169 1.090
173 H -5.8799 0.0763 8.9001  C169 1.087
174 H -6.2914 -1.0205 6.0749  C170 1.090
175 H -7.5676 -0.6955 7.2532  C170 1.089
176 H -6.3587 -1.9521 7.5590  C170 1.089
177 H -4.2391 -0.3252 4.8181  C171 1.088
178 H -3.3277 1.1847 4.9935  C171 1.086
179 H -4.9507 1.1099 5.6061  C171 1.087